(1)
109
Properties=species:S:1:pos:R:3:mulliken_charge:R:1 method="wB97M-V/def2-TZVPD" homo_energy_ev=-7.329 total_charge=0
N 0.15058 0.18862 0.36172 0.49
H -0.04461 -0.62773 -0.20003 -0.03
H 0.84054 -0.02417 1.06796 -0.27
H -0.68998 0.38436 0.88636 0.53
H 0.32957 1.05450 -0.12646 1.12
C 1.10005 -2.86269 2.99321 -0.86
C 2.18990 -1.77541 2.98729 -0.38
O 1.73311 -0.46385 2.62421 -1.03
H 0.16185 -2.56466 3.46124 0.15
H 1.39759 -3.82192 3.41682 0.43
H 0.88136 -3.08216 1.94817 0.03
H 2.91310 -2.15260 2.26423 -0.21
H 2.75141 -1.73427 3.92062 0.40
C -5.55527 -3.56781 1.39491 -0.47
O -5.28889 -4.71736 0.54656 -0.34
C -3.98672 -5.01143 0.34472 0.80
O -2.95289 -4.39617 0.64794 -0.57
O -3.96809 -6.11204 -0.47919 -0.34
C -2.82690 -6.87416 -0.75249 -0.70
H -6.40875 -3.89971 1.98610 0.29
H -5.81127 -2.73871 0.73524 0.15
H -4.70656 -3.35715 2.04562 0.31
H -2.04804 -6.23151 -1.16295 0.25
H -3.02411 -7.50720 -1.61763 0.28
H -2.45424 -7.57137 -0.00207 0.31
C 0.94959 5.35159 -3.75139 -0.45
O 1.74568 4.94515 -4.87693 -0.33
C 3.01545 4.76556 -4.74127 0.88
O 3.58761 4.80587 -3.61510 -0.62
O 3.56407 4.46959 -5.89850 -0.34
C 4.95841 4.20047 -6.02686 -0.64
H 1.34608 6.28591 -3.35396 0.35
H 0.94609 4.61622 -2.94684 0.12
H -0.01847 5.59929 -4.18683 0.22
H 5.13862 3.24293 -5.53823 0.29
H 5.58696 4.88922 -5.46237 0.29
H 5.39147 4.18418 -7.02700 0.25
C -6.45085 1.28796 -2.88695 -0.66
O -6.56506 -0.11103 -2.74800 -0.36
C -5.71583 -0.74704 -2.02981 0.78
O -4.86077 -0.30151 -1.27324 -0.65
O -5.94554 -2.02473 -2.27822 -0.34
C -5.04993 -3.03534 -2.08432 0.00
H -6.43571 1.78055 -1.91472 0.29
H -7.26436 1.71763 -3.47148 0.24
H -5.52694 1.54190 -3.40658 0.30
H -4.28509 -3.15390 -2.85182 0.40
H -5.59656 -3.97768 -2.04839 0.29
H -4.46090 -2.99431 -1.16810 -0.43
N 1.19583 2.97707 -0.11532 0.07
C 1.67820 2.35809 -1.24932 -0.36
C 0.60360 2.02655 -2.04196 -0.84
C -0.59037 2.66983 -1.59136 -0.04
C -0.15909 3.17111 -0.33275 -1.24
H 1.74101 3.14656 0.71784 0.26
H 2.72574 2.10832 -1.33098 0.44
H 0.68050 1.45851 -2.95728 0.50
H -1.56722 2.63400 -2.05059 0.50
H -0.66605 3.77754 0.40321 0.60
N 3.00382 2.14035 2.34824 0.90
C 2.72912 3.46304 2.62410 -1.10
C 3.52558 4.29238 1.89360 -0.29
C 4.39664 3.46434 1.17703 -0.65
C 4.06759 2.09494 1.48297 -0.47
H 2.48149 1.35075 2.70010 -0.02
H 1.96619 3.59624 3.37682 0.43
H 3.53735 5.37215 1.91205 0.45
H 5.21018 3.81179 0.55750 0.43
H 4.51609 1.16514 1.16562 0.41
N -2.99597 0.04226 0.85129 0.38
C -2.54077 -0.96846 1.72113 -0.90
C -1.93587 -0.36353 2.80555 0.05
C -1.79409 1.03097 2.50473 -0.42
C -2.43368 1.21915 1.29026 -1.58
H -3.50316 -0.05279 -0.01694 0.37
H -2.60385 -2.01314 1.45452 0.38
H -1.48084 -0.86438 3.64727 0.32
H -1.31306 1.78771 3.10670 0.59
H -2.58511 2.18403 0.82932 0.66
N 4.52210 -2.07075 -0.06208 0.16
C 3.70815 -1.66445 -1.08984 -0.46
C 4.02110 -2.21479 -2.34129 -0.52
C 5.12629 -2.98119 -1.97078 -0.58
C 5.47717 -2.82960 -0.66790 -0.71
H 4.45760 -1.72789 0.88575 0.25
H 2.87484 -0.99973 -0.91623 0.58
H 3.54815 -1.95144 -3.27584 0.44
H 5.60239 -3.63650 -2.68513 0.40
H 6.34013 -3.17443 -0.11763 0.42
N -0.87077 -3.08203 -1.06026 0.55
C -1.74464 -2.08833 -1.34674 0.30
C -1.14024 -1.21949 -2.22467 -0.93
C 0.18383 -1.63918 -2.35019 -0.45
C 0.36442 -2.76778 -1.57175 -0.77
H -1.14450 -3.79544 -0.39979 0.21
H -2.74680 -2.03839 -0.94727 -0.48
H -1.64934 -0.38378 -2.68164 0.54
H 0.94897 -1.12198 -2.91006 0.32
H 1.22935 -3.40486 -1.46023 0.52
N 1.18927 1.15477 4.93512 0.54
C 0.03546 1.20445 5.61493 -0.25
C 0.20689 2.10188 6.68129 -0.74
C 1.50044 2.66549 6.57485 -0.67
C 2.13709 1.98918 5.48930 -0.62
H 1.44971 0.55179 4.16787 0.18
H -0.68046 0.42479 5.40049 0.30
H -0.55382 2.27648 7.42778 0.42
H 1.84928 3.43799 7.24416 0.42
H 3.13098 2.03240 5.06893 0.55


(2)
84
Properties=species:S:1:pos:R:3:mulliken_charge:R:1 method="wB97M-V/def2-TZVPD" homo_energy_ev=-10.680 total_charge=+1 relative_energy_kcal_mol=41.6
C -1.41043 -0.62394 5.72374 -1.15
Si -1.86887 0.69898 4.43704 0.53
C -3.62816 1.32988 4.78828 -1.15
C -0.79039 2.15881 5.02285 -1.05
C -1.86826 -0.10968 2.68450 -0.84
Si -0.60773 0.65719 1.43958 0.51
H -0.68841 -0.50494 -0.33578 -1.11
C -1.02321 2.56636 1.43235 -0.62
Si -1.35441 3.45238 -0.20543 0.11
C -1.75213 5.23852 0.28176 -1.13
C 0.24668 3.40721 -1.22154 -0.63
C -2.92442 2.71732 -0.95483 -0.86
C 1.09012 0.70409 2.38335 -0.81
Si 2.76617 0.01801 1.76846 0.14
C 3.99580 1.49172 1.81480 -1.14
C 3.39809 -1.16506 3.12669 -1.14
C 2.60883 -0.76683 0.05810 -0.52
H -0.39630 -1.01053 5.54738 0.33
H -1.42448 -0.19939 6.74116 0.32
H -2.12159 -1.45890 5.70692 0.34
H -3.89134 2.15545 4.11007 0.34
H -4.36847 0.52296 4.67106 0.34
H -3.71228 1.70863 5.81876 0.33
H -0.97801 3.08910 4.45127 0.29
H -1.08102 2.34742 6.06469 0.47
H 0.29425 1.93586 5.01422 0.29
H -1.63188 -1.19220 2.86074 0.52
H -2.89470 -0.07398 2.32806 0.37
H -1.84886 2.80644 2.14417 0.31
H -0.13199 3.08689 1.79173 0.53
H -2.01184 5.82131 -0.63360 0.31
H -2.61821 5.25196 0.95975 0.31
H -0.88986 5.72009 0.76870 0.32
H 0.05580 3.72135 -2.26628 0.36
H 0.98123 4.10661 -0.77713 0.35
H 0.68464 2.39355 -1.22107 -0.07
H -3.14788 3.19463 -1.93052 0.39
H -2.81854 1.63627 -1.09006 0.09
H -3.75816 2.92268 -0.25772 0.31
H 1.31180 1.76938 2.50706 0.41
H 0.95506 0.29103 3.42411 0.23
H 4.83960 1.32249 1.11425 0.37
H 3.51004 2.44516 1.55222 0.34
H 4.40381 1.58584 2.84777 0.29
H 4.15532 -1.85022 2.70190 0.36
H 3.85669 -0.56253 3.94482 0.30
H 2.57106 -1.75901 3.54395 0.32
H 3.57095 -1.11619 -0.34658 0.47
H 1.91338 -1.62140 0.07344 0.31
H 2.21292 -0.01784 -0.63220 -0.12
C -5.66789 -3.32709 -2.98639 -1.34
C -4.43237 -2.66370 -2.45079 0.94
C -4.44838 -1.55195 -1.59354 -1.14
C -3.25850 -0.95098 -1.13070 0.10
C -2.02221 -1.34888 -1.63406 0.12
C -0.78380 -0.51054 -1.43339 2.46
C 0.37017 -1.12695 -2.13755 -0.97
C 1.35861 -0.53732 -2.88738 -0.61
C 2.51663 -1.22702 -3.44553 0.40
C 3.73560 -0.52450 -3.61043 -0.78
C 4.89062 -1.19620 -3.98840 -0.62
C 4.85501 -2.57764 -4.27913 1.00
C 6.10128 -3.22623 -4.79028 -1.40
C 3.65210 -3.27014 -4.17027 -0.88
C 2.46989 -2.60393 -3.79431 -0.38
C -1.98519 -2.56136 -2.42545 -0.89
C -3.18690 -3.19627 -2.78314 -1.08
H -5.41963 -4.28217 -3.46023 0.34
H -6.40762 -3.57309 -2.19289 0.33
H -6.20595 -2.71948 -3.73121 0.30
H -5.41558 -1.16213 -1.27281 0.40
H -3.31467 -0.16702 -0.40097 0.45
H -0.85013 0.61273 -1.77761 0.11
H 0.46227 -2.20209 -1.95441 0.75
H 1.36534 0.56167 -3.01030 0.42
H 3.79056 0.52265 -3.34069 0.38
H 5.85053 -0.67329 -4.06630 0.38
H 5.88058 -4.23407 -5.15018 0.37
H 6.56787 -2.66984 -5.60977 0.35
H 6.85446 -3.28771 -3.99604 0.31
H 3.64417 -4.33672 -4.37828 0.33
H 1.52926 -3.14896 -3.70722 0.44
H -1.10835 -2.96627 -2.85047 0.54
H -3.16821 -4.11643 -3.33682 0.32


(3)
96
Properties=species:S:1:pos:R:3:mulliken_charge:R:1 method="wB97M-V/def2-TZVPD" homo_energy_ev=-7.795 smiles="CC1(C)CCCC(C)(C)N1O.NC(N)=O.NC(N)=O.NC(N)=O.NC(N)=O.NC(N)=O.NC(N)=O.CO.CO.CO" total_charge=0 relative_energy_kcal_mol=130.6
C -6.57926 -16.01007 -0.82296 0.52
O -6.15608 -17.06922 -1.23517 0.14
N -6.04905 -14.84246 -1.02153 -0.37
N -7.66135 -15.91433 -0.11437 -0.39
H -5.16682 -14.71564 -1.49660 0.11
H -6.72705 -14.14059 -0.76118 0.11
H -8.03874 -16.77391 0.25820 0.23
H -8.02065 -14.99086 0.08109 0.10
C -0.00302 -18.90754 0.14479 0.63
O -0.11294 -18.45610 1.25389 -0.66
N -0.68988 -19.88554 -0.31189 -0.33
N 0.94448 -18.53891 -0.73657 -0.40
H -0.43966 -20.42634 -1.12738 0.17
H -1.47920 -20.18578 0.24213 0.16
H 1.68236 -17.91963 -0.43304 0.23
H 0.81381 -18.91993 -1.66277 0.16
C -2.55221 -18.01043 -6.20142 0.44
O -2.23439 -18.44145 -7.25025 -0.72
N -3.20219 -16.95448 -6.01714 -0.11
N -2.39727 -18.59572 -5.05223 -0.13
H -3.31761 -16.66771 -5.05561 0.19
H -3.57794 -16.32557 -6.71239 0.23
H -1.91303 -19.47613 -4.94981 0.15
H -2.54882 -18.13336 -4.16715 0.09
C -4.90289 -16.82318 2.38234 0.77
O -5.01701 -15.69540 1.98434 -0.70
N -5.06163 -17.25018 3.58222 -0.41
N -4.68430 -17.70697 1.48098 0.16
H -5.18969 -16.41779 4.13976 0.27
H -4.86205 -18.21505 3.80421 0.19
H -4.25582 -18.59512 1.69944 0.10
H -5.05748 -17.30673 0.63208 -0.49
C -2.68017 -15.63594 -2.20690 0.49
O -2.82348 -16.20157 -3.22521 -0.60
N -2.96204 -14.42448 -2.00543 -0.53
N -2.22867 -16.18537 -1.10878 -0.17
H -2.78781 -14.00817 -1.10187 0.12
H -3.39435 -13.86792 -2.72892 0.26
H -2.38641 -15.68330 -0.24673 0.14
H -1.77149 -17.08501 -1.15042 0.03
C -8.65065 -20.09997 -1.09635 0.52
O -9.81894 -19.87495 -0.69978 -0.76
N -8.30031 -20.82889 -2.13315 -0.19
N -7.50307 -19.73454 -0.49433 0.12
H -7.34852 -20.66353 -2.42787 0.06
H -8.93364 -21.29521 -2.76683 0.21
H -6.64521 -19.82639 -1.01944 -0.09
H -7.34268 -19.31327 0.40950 0.22
C -5.93519 -18.19459 -4.59961 -1.19
C -7.19821 -18.34191 -5.58907 2.11
C -7.30710 -19.85126 -6.09274 -0.73
C -8.63214 -20.27552 -6.80814 -1.05
C -9.89222 -19.82535 -5.94805 -1.00
C -9.77052 -18.32158 -5.45047 0.92
N -8.49490 -18.10494 -4.83967 1.11
O -8.39976 -16.91885 -4.15264 -0.63
C -10.05432 -17.32821 -6.59336 -1.64
C -10.86618 -18.27063 -4.30593 -1.76
C -6.89849 -17.32182 -6.74053 -1.88
H -5.09645 -18.68320 -5.09547 0.08
H -6.03145 -18.57603 -3.58308 -0.44
H -5.58588 -17.17658 -4.42723 0.58
H -6.56991 -20.05172 -6.87022 0.50
H -7.12947 -20.60297 -5.32367 0.01
H -8.79181 -21.33005 -7.03304 0.44
H -8.77105 -19.84190 -7.79849 0.38
H -9.95968 -20.50939 -5.10210 0.29
H -10.79518 -19.99498 -6.53457 0.45
H -9.35621 -17.55333 -7.39962 0.34
H -11.04192 -17.45620 -7.03647 0.43
H -9.95675 -16.26372 -6.38020 0.29
H -10.92966 -17.23332 -3.97721 0.40
H -11.86660 -18.43786 -4.70505 0.43
H -10.74629 -18.99927 -3.50418 0.29
H -7.15152 -16.26454 -6.66151 0.33
H -7.29950 -17.68702 -7.68600 0.45
H -5.81577 -17.27071 -6.85539 0.34
H -7.98889 -17.30886 -3.37761 0.24
C -4.06003 -21.95857 1.34432 -0.76
O -3.83742 -20.58433 1.18830 -0.67
H -4.97264 -22.14328 0.77763 0.23
H -3.26127 -22.57582 0.93314 0.25
H -4.22417 -22.34498 2.35022 0.28
H -4.03867 -20.33018 0.28469 0.28
C -3.86667 -19.30131 -1.91251 0.28
O -4.96699 -20.14794 -1.43437 -0.04
H -2.99539 -19.20549 -1.26458 -0.16
H -3.59892 -19.56650 -2.93530 -0.18
H -4.19069 -18.26070 -1.92746 0.14
H -5.23071 -20.63371 -2.21927 0.10
C -4.74188 -21.74281 -4.40977 -0.56
O -5.72509 -21.79616 -3.38111 -0.47
H -4.65495 -20.73464 -4.81490 0.01
H -3.75606 -21.91747 -3.97876 0.27
H -4.92682 -22.58992 -5.07032 0.37
H -6.22054 -22.61792 -3.35222 0.24